78
Properties=species:S:1:pos:R:3:forces:R:3:mulliken_charge:R:1 method="wB97M-V/def2-TZVPD" de_lowest_ev=1.0797 lumo_ev="-1.641 / -0.857" e_tot_ev=-145868.4974 largest_force_ev_per_a=1.09 homo_ha="-0.335 / -0.319" spin_multiplicity=4 s_squared=4.1036
Mn -0.631017 -1.219008 0.101009 0.7583 -0.7746 0.0983 -0.510
O 3.291448 -1.557884 0.381079 0.0279 0.0356 -0.0554 -0.607
C 2.158263 -1.442162 0.773780 -0.0788 0.0371 -0.1867 0.034
O 1.162355 -1.250416 -0.097781 0.5017 -0.2150 0.2387 -0.244
C 1.846020 -1.511131 2.233334 0.1782 -0.0975 0.0946 0.619
C 2.909333 -1.761274 3.087435 -0.0108 0.0554 -0.2048 -0.634
C 2.685016 -1.845214 4.441596 0.2589 -0.0880 0.3399 -0.745
C 1.423360 -1.709070 4.979000 0.0031 -0.0166 0.0180 -0.212
C 0.365123 -1.468231 4.131866 -0.3739 -0.0231 0.3103 -0.714
C 0.545886 -1.338908 2.737538 -0.3159 0.0634 -0.3877 0.320
O -0.446804 -1.038011 1.938444 -0.3815 0.0052 0.1867 -0.324
N -0.972419 -1.364576 4.781553 0.4031 0.1592 -0.1663 1.072
O -0.989804 -1.317827 5.994664 -0.0008 -0.0186 -0.0171 -0.660
O -1.960703 -1.327767 4.080607 -0.0432 -0.0958 -0.0781 -0.584
N 3.823136 -2.104426 5.353470 -0.1760 0.0484 -0.1622 1.083
O 3.578408 -2.209018 6.538475 0.0200 0.0107 -0.0868 -0.634
O 4.925261 -2.193530 4.853640 -0.0580 -0.0036 0.0536 -0.625
H 3.901363 -1.880764 2.675638 -0.0029 -0.0082 0.0044 0.659
H 1.258071 -1.791460 6.041508 0.0089 -0.0044 0.0233 0.679
Cl -2.900521 -1.894085 0.786893 -0.3663 0.0146 0.1943 0.034
C -4.094608 -2.084077 -0.541371 0.0783 -0.0651 0.0601 0.257
Cl -5.298332 -0.811553 -0.529432 -0.0125 0.0187 0.0454 -0.127
H -4.586009 -3.027201 -0.346658 -0.0084 -0.0842 -0.0540 0.455
H -3.539180 -2.086009 -1.468551 0.0511 0.0300 -0.0327 -0.434
C 2.972917 1.956417 0.903466 0.1424 -0.1506 0.2214 -1.025
Si 2.037922 2.011408 -0.707189 0.0626 -0.2525 0.0635 0.664
C 1.965647 3.816348 -1.196389 -0.1871 0.2352 -0.1525 -1.228
C 2.966828 1.082130 -2.016175 0.1626 -0.2047 -0.1567 -0.890
Si -0.157177 1.127394 -0.552300 0.1829 0.5847 -0.1834 0.668
Si -1.132612 1.965703 1.426536 -0.1323 0.2184 -0.3177 0.978
C -1.477759 3.749195 0.978857 -0.0708 0.3432 0.1481 -1.299
C -2.766581 1.231713 1.890908 -0.2924 -0.1813 0.1190 -0.898
C 0.065261 1.927087 2.847253 0.2162 -0.0872 0.2999 -1.235
Si -1.237728 1.665492 -2.589804 -0.3139 0.1137 0.3642 1.018
C -2.921609 0.880732 -2.537915 -0.2051 -0.2319 -0.0705 -0.574
C -1.460073 3.521413 -2.530363 0.0248 0.2707 -0.0528 -1.174
C -0.366356 1.310166 -4.181406 0.3582 -0.1348 -0.1484 -0.965
H 3.938273 2.454169 0.761782 -0.0463 -0.0293 -0.0128 0.490
H 3.182488 0.938375 1.240845 -0.0104 0.0783 -0.0208 0.145
H 2.442615 2.477434 1.698299 0.0355 0.0568 0.0296 0.268
H 2.963356 4.236285 -1.029237 -0.0518 -0.0243 -0.0280 0.404
H 1.257061 4.408316 -0.613907 0.0515 -0.0051 -0.0024 0.310
H 1.723326 3.949914 -2.254274 0.0224 -0.0177 0.0666 0.298
H 3.935464 1.559517 -2.197809 -0.0518 -0.0087 0.0033 0.497
H 2.415946 1.050538 -2.958820 0.0677 0.0083 0.0227 0.185
H 3.148059 0.052545 -1.699039 0.0128 0.0508 -0.0204 0.146
H -2.361763 3.821954 0.343112 0.0229 0.0184 0.0507 0.307
H -0.644338 4.235470 0.470562 -0.0351 0.0290 -0.0066 0.249
H -1.686182 4.320431 1.892445 0.0224 -0.0715 -0.0603 0.435
H -3.422148 1.134611 1.021526 -0.0334 0.0232 0.0520 0.173
H -3.255163 1.899209 2.608972 0.0180 -0.0156 -0.0391 0.443
H -2.663354 0.254729 2.360171 -0.0330 0.1001 0.0430 0.150
H 0.589930 2.880968 2.926571 -0.0166 -0.0069 0.0431 0.553
H 0.815421 1.140316 2.768874 -0.0150 0.0922 0.0141 0.152
H -0.489424 1.764878 3.777307 0.0312 0.0427 -0.0150 0.415
H -3.453909 1.190089 -1.634336 0.0019 -0.0253 -0.0551 0.287
H -2.830701 -0.209890 -2.528471 -0.0296 0.0597 -0.0122 -0.236
H -3.529867 1.159341 -3.404547 0.0359 -0.0069 0.0556 0.485
H -1.936095 3.865603 -1.615879 -0.0332 0.0183 -0.0520 0.278
H -2.097731 3.817790 -3.371770 0.0553 -0.0367 0.0373 0.431
H -0.511271 4.053216 -2.631999 -0.0579 -0.0216 -0.0011 0.201
H -0.280923 0.250476 -4.398565 0.0169 -0.1031 -0.0227 0.175
H 0.639602 1.737588 -4.200153 -0.0850 0.0314 -0.0322 0.302
H -0.950719 1.780616 -4.978173 0.0342 -0.0151 0.0007 0.438
C -0.445924 -4.397350 -1.693151 -0.0819 -0.0779 0.0568 -1.930
C -0.431186 -3.009256 -2.321301 0.0607 0.0656 0.0229 1.062
O -0.986475 -2.061535 -1.478896 -0.0968 0.1761 -0.4519 0.236
C -1.319975 -3.032977 -3.596381 -0.0508 0.0561 0.0504 0.186
F -2.625958 -3.026811 -3.243505 0.1353 -0.0438 -0.0587 -0.277
F -1.125262 -1.962403 -4.380306 -0.0497 -0.1049 0.0921 -0.211
F -1.131882 -4.132553 -4.334969 0.0053 0.1243 0.0050 -0.271
C 1.039582 -2.673964 -2.739913 -0.0813 0.0970 -0.0110 0.447
F 1.262269 -1.359548 -2.782467 -0.1278 -0.0527 -0.2261 -0.055
F 1.921214 -3.215125 -1.893231 -0.0312 0.0294 -0.0320 -0.282
F 1.317439 -3.174113 -3.961230 -0.0104 0.0082 0.1236 -0.317
H -1.477356 -4.708558 -1.528969 0.0114 0.0055 0.0058 0.441
H 0.071404 -4.351112 -0.737075 -0.0119 -0.0045 0.0107 0.350
H 0.051822 -5.130741 -2.325323 -0.0094 -0.0062 0.0045 0.445